Entry 1:
Formula: C3H12NO4
Source: the OMol25 dataset
Level of theory: the ωB97M-V functional and the def2-TZVPD basis

Bonds (Å) are listed after each position.
Cartesian coordinates (Å):
1 O -0.598 -1.215 0.747  C2 1.215
2 C -0.603 -0.057 0.380  O1 1.215, C3 1.438, H7 1.112
3 C -1.157 1.018 1.158  C2 1.438, C4 1.473, H8 1.097
4 C -1.359 2.328 0.516  C3 1.473, O5 1.452, H9 1.095, H10 1.106
5 O -2.709 2.386 -0.016  C4 1.452, H11 0.966
6 N 4.235 -0.346 -3.268  H12 1.000, H13 1.002, H14 1.006
7 H -0.153 0.238 -0.593  C2 1.112
8 H -1.452 0.829 2.198  C3 1.097
9 H -0.689 2.533 -0.325  C4 1.095
10 H -1.340 3.114 1.294  C4 1.106
11 H -3.142 1.539 0.155  O5 0.966
12 H 3.509 0.092 -2.738  N6 1.000
13 H 4.282 -0.302 -4.268  N6 1.002
14 H 5.143 -0.303 -2.838  N6 1.006
15 H 0.530 -2.097 -0.294  O17 0.969
16 H 1.281 -3.268 -0.982  O17 0.957
17 O 1.290 -2.319 -0.852  H15 0.969, H16 0.957
18 H -1.981 -1.653 2.634  O20 0.965
19 H -2.808 -1.536 3.833  O20 0.957
20 O -2.280 -0.981 3.259  H18 0.965, H19 0.957

The calculation puts the frontier orbital gap at 2.1 eV. The HOMO energy is -11.73 eV. The relative energy (zero: lowest compared OMol25 entry of this formula, charge and spin) comes out at 676.1 kJ/mol. For the LUMO energy, the calculation gives -0.3543 Ha. Its net charge is +1. The molecular weight is 126.13 g mol⁻¹. The calculation puts the electronic energy at -476.7698 a.u.


Entry 2:
Formula: C3H12NOP2
Source: the OMol25 dataset
Level of theory: the ωB97M-V functional and the def2-TZVPD basis

Bonds (Å) are listed after each position.
Cartesian coordinates (Å):
1 C 0.513 -0.853 -0.685  C2 1.471, H8 1.059, H9 1.116
2 C 1.676 -0.651 0.193  C1 1.471, N4 1.415, H10 1.053, H11 1.121
3 C -1.192 0.116 0.239  O5 1.381, P6 1.853, P7 1.948
4 N 1.987 0.707 0.445  C2 1.415, H12 1.024, H13 0.968, H14 1.007
5 O -0.759 0.075 1.550  C3 1.381, H15 0.978
6 P -2.839 -0.587 -0.235  C3 1.853, H16 1.467, H17 1.410
7 P -0.900 1.931 -0.405  C3 1.948, H18 1.370, H19 1.455
8 H -0.052 -1.747 -0.678  C1 1.059
9 H 0.432 -0.172 -1.565  C1 1.116
10 H 2.516 -1.059 -0.293  C2 1.053
11 H 1.624 -1.153 1.194  C2 1.121
12 H 2.997 0.651 0.288  N4 1.024
13 H 1.871 0.836 1.398  N4 0.968
14 H 1.440 1.170 -0.263  N4 1.007
15 H -1.206 -0.661 2.014  O5 0.978
16 H -2.305 -1.001 -1.537  P6 1.467
17 H -2.694 -1.915 0.218  P6 1.410
18 H -1.032 1.562 -1.718  P7 1.370
19 H -2.077 2.751 -0.162  P7 1.455

The calculation puts the frontier orbital gap at 8.8 eV. The HOMO energy is -12.11 eV. The relative energy (zero: lowest compared OMol25 entry of this formula, charge and spin) comes out at 319.2 kJ/mol. For the LUMO energy, the calculation gives -0.1235 Ha. Its net charge is +1. The molecular weight is 140.08 g mol⁻¹. The calculation puts the electronic energy at -933.7925 a.u.


Entry 3:
Formula: C3H12NOS
Source: the OMol25 dataset
Level of theory: the ωB97M-V functional and the def2-TZVPD basis

Bonds (Å) are listed after each position.
Cartesian coordinates (Å):
1 C 1.366 0.959 1.460  C2 1.493, H6 1.087, H7 1.130, H8 1.111
2 C 0.020 0.635 0.901  C1 1.493, C3 1.541, N5 1.512, H9 1.079
3 C 0.116 -0.285 -0.331  C2 1.541, S4 1.892, H10 1.107, H11 1.096
4 S -1.581 -1.059 -0.647  C3 1.892, H12 1.349
5 N -0.823 0.016 1.994  C2 1.512, H13 1.030, H14 1.021, H15 1.035
6 H 2.135 1.508 0.922  C1 1.087
7 H 1.992 0.030 1.610  C1 1.130
8 H 1.166 1.460 2.431  C1 1.111
9 H -0.385 1.581 0.578  C2 1.079
10 H 0.289 0.194 -1.314  C3 1.107
11 H 0.997 -0.935 -0.298  C3 1.096
12 H -1.898 -0.425 -1.794  S4 1.349
13 H -0.418 -0.690 2.625  N5 1.030
14 H -1.186 0.705 2.653  N5 1.021
15 H -1.566 -0.467 1.458  N5 1.035
16 H 2.664 -0.115 -2.504  O18 0.970
17 H 2.392 1.183 -3.057  O18 0.973
18 O 2.039 0.611 -2.354  H16 0.970, H17 0.973

The calculation puts the frontier orbital gap at 10.2 eV. The HOMO energy is -13.52 eV. The relative energy (zero: lowest compared OMol25 entry of this formula, charge and spin) comes out at 102.3 kJ/mol. For the LUMO energy, the calculation gives -0.1209 Ha. Its net charge is +1. The molecular weight is 110.20 g mol⁻¹. The calculation puts the electronic energy at -649.4117 a.u.


Entry 4:
Formula: C3H12NS
Source: the OMol25 dataset
Level of theory: the ωB97M-V functional and the def2-TZVPD basis

Bonds (Å) are listed after each position.
Cartesian coordinates (Å):
1 C 2.160 -0.304 1.538  N2 1.497, H3 1.110, H4 1.119, H5 1.092
2 N 0.754 -0.785 1.716  C1 1.497, H6 1.018, H7 1.017, H8 1.045
3 H 2.918 -0.825 2.160  C1 1.110
4 H 2.441 -0.199 0.461  C1 1.119
5 H 2.149 0.682 2.007  C1 1.092
6 H 0.506 -0.823 2.703  N2 1.018
7 H 0.409 -1.670 1.352  N2 1.017
8 H 0.124 -0.158 1.167  N2 1.045
9 C -0.233 0.591 -1.900  C10 1.528, H12 1.098, H13 1.102, H14 1.097
10 C -1.602 0.753 -1.241  C9 1.528, S11 1.857, H15 1.103, H16 1.097
11 S -2.496 -0.873 -1.163  C10 1.857, H17 1.352
12 H -0.302 0.354 -2.970  C9 1.098
13 H 0.265 -0.329 -1.556  C9 1.102
14 H 0.394 1.481 -1.761  C9 1.097
15 H -1.502 1.116 -0.204  C10 1.103
16 H -2.340 1.417 -1.706  C10 1.097
17 H -3.645 -0.428 -0.605  S11 1.352

The calculation puts the frontier orbital gap at 8.4 eV. The HOMO energy is -12.34 eV. The relative energy (zero: lowest compared OMol25 entry of this formula, charge and spin) comes out at 89.3 kJ/mol. For the LUMO energy, the calculation gives -0.1428 Ha. Its net charge is +1. The molecular weight is 94.20 g mol⁻¹. The calculation puts the electronic energy at -574.1589 a.u.


Entry 5:
Formula: C3H12NS
Source: the OMol25 dataset
Level of theory: the ωB97M-V functional and the def2-TZVPD basis

Bonds (Å) are listed after each position.
Cartesian coordinates (Å):
1 C 0.360 1.953 0.126  C2 1.520, H5 1.084, H6 1.092, H7 1.092
2 C -0.791 0.968 0.252  C1 1.520, C3 1.529, H8 1.087, H9 1.090
3 C -0.476 -0.144 1.253  C2 1.529, S4 1.844, H10 1.081, H11 1.087
4 S -1.321 -1.696 0.725  C3 1.844, H12 1.340
5 H 0.091 2.846 -0.428  C1 1.084
6 H 1.268 1.519 -0.299  C1 1.092
7 H 0.641 2.306 1.120  C1 1.092
8 H -1.699 1.473 0.571  C2 1.087
9 H -1.048 0.521 -0.709  C2 1.090
10 H -0.835 0.069 2.251  C3 1.081
11 H 0.591 -0.342 1.300  C3 1.087
12 H -0.942 -2.464 1.756  S4 1.340
13 N 0.838 -1.399 -1.587  H14 1.022, H15 1.055, H16 1.025, H17 1.018
14 H 0.925 -0.382 -1.628  N13 1.022
15 H 0.028 -1.647 -0.959  N13 1.055
16 H 0.676 -1.774 -2.526  N13 1.025
17 H 1.694 -1.808 -1.218  N13 1.018

The calculation puts the frontier orbital gap at 9.8 eV. The HOMO energy is -13.61 eV. The relative energy (zero: lowest compared OMol25 entry of this formula, charge and spin) comes out at 12.4 kJ/mol. For the LUMO energy, the calculation gives -0.1393 Ha. Its net charge is +1. The molecular weight is 94.20 g mol⁻¹. The calculation puts the electronic energy at -574.1882 a.u.


Entry 6:
Formula: C3H12NS
Source: the OMol25 dataset
Level of theory: the ωB97M-V functional and the def2-TZVPD basis

Bonds (Å) are listed after each position.
Cartesian coordinates (Å):
1 C 1.925 1.258 1.035  N2 1.523, H3 1.087, H4 1.087, H5 1.082
2 N 1.589 -0.227 1.080  C1 1.523, H6 1.031, H7 1.024, H8 1.029
3 H 2.158 1.596 2.041  C1 1.087
4 H 2.848 1.441 0.491  C1 1.087
5 H 1.041 1.720 0.616  C1 1.082
6 H 1.231 -0.711 0.243  N2 1.031
7 H 0.919 -0.318 1.849  N2 1.024
8 H 2.346 -0.802 1.473  N2 1.029
9 C -1.388 0.652 -1.134  C10 1.510, H12 1.090, H13 1.094, H14 1.092
10 C -1.941 -0.734 -0.906  C9 1.510, S11 1.860, H15 1.097, H16 1.094
11 S -0.618 -1.988 -0.536  C10 1.860, H17 1.351
12 H -0.511 0.725 -1.778  C9 1.090
13 H -1.156 1.115 -0.170  C9 1.094
14 H -2.166 1.290 -1.560  C9 1.092
15 H -2.611 -0.717 -0.038  C10 1.097
16 H -2.359 -1.213 -1.797  C10 1.094
17 H -1.306 -3.088 -0.912  S11 1.351

The spin multiplicity is 2. The calculation puts the frontier orbital gap (spin up / spin down) at 12.8 / 8.0 eV. The HOMO energy (spin up / spin down) is -21.02 / -21.14 eV. The relative energy (zero: lowest compared OMol25 entry of this formula, charge and spin) comes out at 75.7 kJ/mol. For the LUMO energy (spin up / spin down), the calculation gives -0.3018 / -0.4825 Ha. Its net charge is +2. The molecular weight is 94.20 g mol⁻¹. Its expectation value of S² is 0.753. The calculation puts the electronic energy at -573.6915 a.u.


Entry 7:
Formula: C3H12O2S
Source: the OMol25 dataset
Level of theory: the ωB97M-V functional and the def2-TZVPD basis

Bonds (Å) are listed after each position.
Cartesian coordinates (Å):
1 C -0.214 0.765 0.763  C2 1.587, H5 1.125, H6 1.151, H7 1.080
2 C -0.368 0.759 -0.817  C1 1.587, S3 1.775, H8 1.106, H9 1.131
3 S -1.931 0.202 -1.447  C2 1.775, C4 1.815
4 C -2.907 0.075 0.078  S3 1.815, H10 1.082, H11 1.172, H12 1.130
5 H 0.847 1.098 0.938  C1 1.125
6 H -0.926 1.490 1.303  C1 1.151
7 H -0.646 -0.196 1.001  C1 1.080
8 H -0.023 1.735 -1.206  C2 1.106
9 H 0.335 -0.053 -1.170  C2 1.131
10 H -3.041 1.093 0.419  C4 1.082
11 H -2.537 -0.784 0.784  C4 1.172
12 H -3.957 -0.263 -0.167  C4 1.130
13 H 1.511 -1.754 1.516  O15 0.954
14 H 0.619 -2.503 0.446  O15 0.967
15 O 1.433 -2.004 0.599  H13 0.954, H14 0.967
16 H 4.691 0.129 -0.894  O18 0.922
17 H 3.253 -0.246 -1.015  O18 0.938
18 O 3.863 0.458 -1.131  H16 0.922, H17 0.938

The spin multiplicity is 2. The calculation puts the frontier orbital gap (spin up / spin down) at 2.5 / 8.4 eV. The HOMO energy (spin up / spin down) is 0.82 / -5.08 eV. The relative energy (zero: lowest compared OMol25 entry of this formula, charge and spin) comes out at 130.1 kJ/mol. For the LUMO energy (spin up / spin down), the calculation gives 0.1229 / 0.1215 Ha. Its net charge is -1. The molecular weight is 112.19 g mol⁻¹. Its expectation value of S² is 0.750. The calculation puts the electronic energy at -670.0832 a.u.